Molecular formula: C11H14NO7Pt
Method: DFT, ωB97M-V with the def2-TZVPD basis set

Positions of all 34 atoms, in Å:
Pt 1.18406 0.97060 0.11978
O -2.42311 2.73574 0.73807
C -1.68251 1.79802 0.50032
O -0.56965 1.94098 -0.16953
C -2.12495 0.40099 0.93644
C -2.04135 -0.66937 -0.16483
C -2.88628 -1.88462 0.26459
C -1.93188 -2.56094 1.28346
C -0.78042 -1.54551 1.32121
O -0.71096 -1.17033 -0.06400
C -1.27395 -0.27685 2.06073
C -0.17699 0.57503 2.74470
O -0.36399 0.85235 3.92170
O 0.90395 0.88758 2.11664
H -3.15964 0.52817 1.24787
H -2.23181 -0.30255 -1.17267
H -3.09596 -2.53658 -0.58316
H -3.83376 -1.57959 0.70909
H -1.57214 -3.51763 0.90486
H -2.38472 -2.71807 2.26193
H 0.18006 -1.92800 1.65559
H -1.91342 -0.56626 2.89142
N 1.15944 1.01880 -1.92455
C 2.35962 0.74028 -2.72929
C 3.58198 1.33188 -2.05266
C 3.95562 0.43395 -0.86313
O 4.94175 -0.28375 -0.95203
O 3.19257 0.51608 0.16986
H 0.41004 0.36660 -2.13293
H 0.80824 1.96439 -2.06114
H 2.22698 1.11312 -3.74905
H 2.47689 -0.34320 -2.78576
H 3.35378 2.34092 -1.70037
H 4.42250 1.36779 -2.74316

Force components x, y, z for each atom (eV/Å):
0.21 0.58 -0.51
-0.10 0.00 -0.13
0.04 0.18 -0.02
-0.34 -0.46 0.24
0.14 -0.03 0.06
-0.11 0.03 0.00
0.01 0.02 0.04
-0.01 0.00 0.02
-0.06 -0.02 0.05
-0.04 -0.04 0.02
0.26 0.07 -0.26
-0.13 -0.21 0.09
-0.01 0.00 0.01
0.46 0.20 0.02
0.03 0.00 0.12
0.03 -0.01 0.00
0.00 0.00 0.00
-0.02 -0.02 -0.02
0.00 -0.01 0.02
0.00 -0.01 0.00
0.04 0.03 -0.06
-0.08 0.01 -0.05
0.02 0.17 0.15
0.05 -0.04 -0.07
-0.02 -0.11 0.05
-0.02 0.33 0.03
0.06 0.04 0.01
-0.27 -0.75 0.58
-0.05 0.09 -0.10
-0.05 -0.08 -0.27
-0.02 0.05 0.03
-0.05 0.00 -0.03
0.02 0.01 -0.02
0.00 -0.04 0.00

Results
Relative energy (zero: lowest compared OMol25 entry of this formula, charge and spin) ... 30.6 kJ/mol
E ... -1128.45328 Ha
HOMO-LUMO gap ... 7.841 eV
Total charge ... -1
LUMO level ... 2.52 eV

=====

Molecular formula: C18H17FN3O2Pt
Method: DFT, ωB97M-V with the def2-TZVPD basis set

Positions of all 42 atoms, in Å:
Pt -0.40042 -0.55638 -0.44742
O 0.03513 -0.13239 2.17977
C -0.55686 1.10951 2.50908
C -0.59423 2.03183 1.31678
C -0.58016 3.40307 1.52396
C -0.67879 4.26085 0.44434
C -0.79519 3.73086 -0.83186
C -0.79565 2.36048 -0.97215
N -0.68754 1.53280 0.08207
H -0.09131 -0.74286 2.91292
H 0.01112 1.59666 3.30402
H -1.58664 0.97404 2.85710
H -0.49027 3.78983 2.53022
H -0.66526 5.33209 0.59558
H -0.88725 4.36530 -1.70208
H -0.88444 1.89126 -1.94088
N 3.81639 -4.54626 -0.67151
C 4.52963 -3.39798 -0.58984
O 5.73886 -3.37656 -0.53086
C 3.75980 -2.09525 -0.57036
C 4.50338 -0.93609 -0.38805
C 3.86669 0.29050 -0.39714
C 2.49693 0.32323 -0.57371
N 1.76298 -0.79175 -0.72204
C 2.39376 -1.97464 -0.73008
H 4.33417 -5.40900 -0.68910
H 2.81655 -4.59220 -0.69251
H 5.57331 -1.03095 -0.25572
H 4.42056 1.21027 -0.27169
H 1.96596 1.26406 -0.61193
H 1.75550 -2.83505 -0.88980
F -6.44492 -0.37308 -0.41109
C -5.11227 -0.51253 -0.47130
C -4.46607 -0.25272 -1.66234
C -3.08513 -0.39612 -1.71962
C -2.36823 -0.79291 -0.59762
C -3.05671 -1.07959 0.58395
C -4.43325 -0.92250 0.66035
H -5.04321 0.04600 -2.52760
H -2.57888 -0.21381 -2.66222
H -2.51973 -1.44331 1.45371
H -4.97826 -1.10872 1.57667

Force components x, y, z for each atom (eV/Å):
-0.54 -0.07 -0.89
0.03 0.07 0.04
0.01 -0.11 0.08
0.08 -0.22 0.10
-0.03 0.10 -0.09
-0.02 0.05 0.06
-0.04 -0.02 0.03
-0.05 0.06 -0.04
0.16 -1.19 -0.55
0.00 0.00 0.03
-0.05 0.09 0.01
-0.02 -0.01 -0.01
0.00 -0.04 0.01
0.00 -0.01 0.00
0.02 -0.04 0.00
-0.01 0.01 0.01
0.06 0.02 -0.01
-0.08 -0.05 0.01
-0.03 0.00 0.00
0.11 -0.05 -0.06
0.05 0.02 0.00
0.01 0.01 -0.04
0.16 -0.24 -0.08
0.46 0.59 0.50
-0.18 0.11 -0.03
0.00 -0.01 0.00
-0.01 0.02 0.01
-0.01 0.00 -0.01
-0.02 -0.01 -0.01
-0.07 0.00 0.07
-0.01 -0.03 0.07
0.01 0.08 0.02
0.01 0.01 0.01
-0.05 -0.24 -0.17
0.04 0.02 -0.14
0.18 1.01 1.01
-0.23 0.01 -0.07
0.01 -0.27 0.03
0.02 -0.02 0.01
0.02 0.19 0.06
0.02 0.23 0.06
-0.02 -0.07 -0.05

Results
Relative energy (zero: lowest compared OMol25 entry of this formula, charge and spin) ... 208.1 kJ/mol
E ... -1229.79141 Ha
HOMO-LUMO gap ... 6.684 eV
Total charge ... +1
LUMO level ... -4.57 eV

=====

Molecular formula: C19H18N2O2
Method: DFT, ωB97M-V with the def2-TZVPD basis set

Positions of all 41 atoms, in Å:
C -5.92063 -0.56910 0.51968
C -4.49545 -0.49745 1.05040
C -3.64671 0.47614 0.23985
O -2.34827 0.48494 0.79993
C -1.38499 1.24217 0.21897
C -1.57278 2.08101 -0.87548
C -0.50857 2.81844 -1.36922
C 0.74757 2.71279 -0.80832
C 0.95128 1.84391 0.26128
C -0.11580 1.13728 0.78877
H -0.00104 0.49257 1.64584
C 2.32492 1.71998 0.82839
O 3.04142 2.67521 1.04400
N 2.76460 0.45361 1.10851
C 2.10948 -0.76745 0.89432
C 2.01470 -1.68146 1.91843
C 1.28938 -2.86851 1.75761
C 0.63796 -3.13498 0.58576
C 0.75640 -2.24884 -0.50416
N 0.12033 -2.55573 -1.65210
C 0.27511 -1.77685 -2.68372
C 1.11846 -0.65219 -2.69469
C 1.75698 -0.30304 -1.53632
C 1.54864 -1.07366 -0.37440
H 2.43578 0.53640 -1.51041
H 1.26039 -0.08946 -3.60400
H -0.27092 -2.06006 -3.57517
H 0.03661 -4.02008 0.45612
H 1.22592 -3.55734 2.58666
H 2.47963 -1.46430 2.86953
H 3.60963 0.42604 1.66662
H 1.57918 3.28403 -1.19067
H -0.67018 3.48041 -2.20696
H -2.54056 2.17545 -1.34193
H -3.60312 0.15321 -0.80972
H -4.08544 1.48325 0.28077
H -4.02733 -1.48191 1.00835
H -4.49738 -0.17244 2.09182
H -6.39809 0.40710 0.56902
H -6.50698 -1.26822 1.10967
H -5.92751 -0.90271 -0.51555

Force components x, y, z for each atom (eV/Å):
0.23 0.01 0.09
0.16 0.22 -0.20
-0.34 -0.15 0.04
0.16 0.00 0.10
0.22 0.08 -0.02
-0.29 -0.17 0.10
0.16 0.02 0.01
0.10 0.01 0.07
-0.45 0.34 0.02
-0.14 0.15 -0.01
0.03 -0.12 0.06
0.04 0.06 0.10
-0.02 0.17 -0.08
0.52 -0.12 0.25
-0.17 -0.58 0.17
0.13 0.45 -0.22
-0.16 -0.23 -0.21
0.08 -0.01 0.26
0.42 0.52 0.31
-0.40 -0.38 -0.27
-0.03 -0.08 -0.06
0.24 0.20 0.29
-0.05 -0.12 -0.33
-0.08 -0.49 -0.04
0.00 0.03 -0.04
0.01 0.06 -0.07
-0.02 0.03 -0.12
-0.06 -0.10 -0.03
-0.03 -0.07 0.05
0.00 0.09 0.09
-0.10 0.12 -0.14
0.09 0.06 -0.03
-0.01 0.05 -0.07
-0.10 -0.02 -0.01
0.01 0.07 0.06
0.06 -0.07 -0.05
0.04 -0.01 0.05
0.05 -0.03 0.03
-0.12 0.08 -0.02
-0.11 -0.04 0.00
-0.08 -0.04 -0.12

Results
SMILES string ... CCCOc1cccc(C(=O)Nc2cccc3ncccc23)c1
Relative energy (zero: lowest compared OMol25 entry of this formula, charge and spin) ... 57.3 kJ/mol
E ... -994.83746 Ha
HOMO-LUMO gap ... 8.497 eV
LUMO level ... 0.09 eV

=====

Molecular formula: C18H21NO2
Method: DFT, ωB97M-V with the def2-TZVPD basis set

Positions of all 42 atoms, in Å:
C 0.38679 -3.04666 -2.74569
H 1.18121 -2.41821 -3.16472
O 0.14380 -2.72956 -1.40075
C 1.28459 -2.88316 -0.58408
C 0.86530 -2.68978 0.87019
N 0.48335 -1.32570 1.13857
C 1.19427 -0.54390 1.97899
O 2.12656 -0.96864 2.63324
C 0.71984 0.89324 2.14394
H 1.59398 1.44891 2.48849
H 0.00430 0.90782 2.97040
C 0.10373 1.59723 0.91933
C 0.77918 1.16007 -0.37110
C 2.16656 1.22331 -0.45918
C 2.82001 0.85285 -1.61940
C 2.09597 0.42776 -2.72102
C 0.71623 0.36919 -2.64676
C 0.06341 0.72274 -1.47830
H -1.01427 0.66017 -1.43932
H 0.13901 0.04577 -3.50037
H 2.60630 0.14838 -3.63166
H 3.89818 0.90208 -1.66583
H 2.74415 1.56412 0.38672
C -1.40488 1.51251 0.84510
C -2.08131 2.50453 0.13838
C -3.45783 2.48567 0.01983
C -4.19040 1.47159 0.61429
C -3.53205 0.48583 1.32605
C -2.15121 0.50410 1.44132
H -1.66967 -0.27634 2.01040
H -4.09377 -0.30695 1.79811
H -5.26641 1.45344 0.52581
H -3.96040 3.26483 -0.53439
H -1.51479 3.29832 -0.32872
H 0.33810 2.66557 1.03196
H -0.19116 -0.92741 0.50463
H 0.01965 -3.35212 1.08142
H 1.69719 -2.92761 1.53680
H 1.70790 -3.89085 -0.71231
H 2.05208 -2.14451 -0.86166
H -0.54302 -2.86678 -3.28121
H 0.67528 -4.09972 -2.85796

Force components x, y, z for each atom (eV/Å):
0.04 0.00 -0.06
-0.02 -0.02 -0.03
-0.14 0.03 0.27
0.08 -0.06 0.28
0.19 -0.21 -0.34
-0.24 -0.24 -0.20
-0.26 0.26 0.09
0.32 -0.02 0.21
0.16 0.09 0.02
-0.06 -0.11 -0.01
0.06 0.00 0.01
0.00 0.01 0.10
-0.03 0.23 -0.21
0.00 0.00 -0.05
0.10 0.02 0.04
-0.01 -0.05 -0.13
0.07 -0.04 -0.08
-0.01 0.09 0.04
-0.07 0.00 0.01
-0.04 -0.05 -0.07
0.03 -0.02 -0.07
0.08 0.01 0.00
0.08 0.03 0.13
-0.05 0.16 0.05
-0.02 -0.04 0.03
0.00 0.08 -0.06
-0.08 -0.07 0.02
-0.14 -0.05 -0.01
0.06 0.07 0.01
0.06 -0.05 0.06
-0.05 -0.06 0.04
-0.09 0.00 0.00
-0.04 0.07 -0.04
0.07 0.08 -0.04
-0.05 -0.17 0.02
0.06 0.08 0.10
0.13 -0.04 0.01
-0.14 -0.03 -0.09
-0.03 0.06 0.01
-0.04 -0.05 0.03
0.04 -0.02 -0.10
-0.02 0.03 -0.01

Results
SMILES string ... COCCNC(=O)CC(c1ccccc1)c1ccccc1
Relative energy (zero: lowest compared OMol25 entry of this formula, charge and spin) ... 39.9 kJ/mol
E ... -903.74752 Ha
HOMO-LUMO gap ... 9.829 eV
LUMO level ... 0.79 eV